[1]
DFT (wB97M-V/def2-TZVPD) results for the molecule C5H7N.

```
13
Properties=species:S:1:pos:R:3
N -0.2766 -1.0475 0.3263
C -0.4070 1.1578 0.3650
C -1.6658 0.6330 -0.0313
C 1.7946 0.0048 -0.1897
C 0.4653 0.0968 0.4853
C -1.5384 -0.7353 -0.0716
H -2.5189 1.2107 -0.3555
H 2.4094 -0.8287 0.1564
H -0.1380 2.2002 0.4893
H 1.4989 -0.2084 -1.2260
H 0.1200 -1.9740 0.3195
H 2.3418 0.9463 -0.1878
H -2.1543 -1.5158 -0.4774
```

Summary:
* strongest force on any atom: 0.59 eV/A
* E: -6787.659 eV
* HOMO-LUMO gap: 8.9 eV
* ΔE to the lowest compared entry with this formula, charge and spin: 82.3 kJ/mol

[2]
DFT (wB97M-V/def2-TZVPD) results for a structure of composition C14H21N3O3S2 at a distorted geometry.

```
43
Properties=species:S:1:pos:R:3
S -1.6181 3.2000 -4.8235
S -1.9967 1.0699 1.9096
O -1.4234 -2.0148 -1.3657
O 0.6927 -3.3073 4.4318
O -1.6914 1.7299 -4.6174
N -0.7557 0.3798 2.7345
N -2.1167 0.1686 0.5493
N 1.3241 -1.2173 3.5640
C -1.1717 -0.7749 0.7005
C 1.0060 -2.1534 4.6055
C -0.7658 -1.8662 -0.1621
C -0.5975 -1.5327 -2.4408
C 0.2362 -2.7045 0.2337
C 2.7733 -0.9903 3.4177
C -3.1650 3.9010 -4.2286
C 1.3552 0.1763 -2.0542
C 0.9766 -2.5500 1.4817
C -0.1902 -0.0414 -2.3339
C -0.4208 -0.6488 1.9256
C 0.6722 -1.5183 2.3232
C -0.5900 3.8731 -3.5074
C 1.0340 -1.5700 6.0366
H 0.4301 3.5232 -3.6584
H 2.0225 -1.0826 6.1511
H 3.1218 -0.3714 4.2695
H 3.3884 -1.9081 3.4299
H 0.3072 -2.1669 -2.5538
H 0.3034 -0.7433 6.0989
H -0.3692 0.4428 -3.3265
H 2.9438 -0.3673 2.5255
H -0.7734 0.5407 -1.6070
H -0.6102 4.9624 -3.5520
H 1.4684 0.8236 -1.1679
H 1.8275 0.6876 -2.9068
H -3.3624 3.5534 -3.2140
H -0.9547 3.5274 -2.5393
H 1.8157 -0.8099 -1.8909
H -3.1019 4.9894 -4.2499
H -1.1636 -1.6486 -3.3820
H 1.7723 -3.2534 1.7454
H 0.4721 -3.5295 -0.4489
H 0.8602 -2.3496 6.7859
H -3.9654 3.5715 -4.8887
```

Summary:
* strongest force on any atom: 2.60 eV/A
* E: -47139.642 eV
* HOMO-LUMO gap: 8.2 eV
* ΔE to the lowest compared entry with this formula, charge and spin: 178.3 kJ/mol

[3]
DFT (wB97M-V/def2-TZVPD) results for a structure of composition C5H10N2O at a distorted geometry.

```
18
Properties=species:S:1:pos:R:3
O 1.7563 -1.1185 -0.3776
N -0.4057 -1.2591 -1.9755
N -1.0828 0.9001 -1.3577
C -0.2079 -0.1427 -1.2028
C 0.7679 -0.1467 -0.1860
C 0.8671 0.7302 0.9348
C -0.1105 -0.7827 1.5575
C 0.4700 1.9990 1.0834
H 0.2706 2.6577 0.2371
H 0.2203 -0.7163 2.5858
H 0.4183 2.4608 2.0622
H -1.9644 0.6975 -1.8082
H 0.0139 -1.8146 1.2124
H 0.2334 -2.0178 -1.7948
H -1.1463 1.5315 -0.5685
H -1.1481 -0.4695 1.4755
H 2.4028 -0.9852 0.3314
H -1.3548 -1.5237 -2.2089
```

Summary:
* strongest force on any atom: 3.87 eV/A
* E: -10369.952 eV
* HOMO-LUMO gap (spin up / spin down): 6.5 / 6.5 eV
* ΔE to the lowest compared entry with this formula, charge and spin: 516.5 kJ/mol